1.
Formula: C4H10O2
Source: the Open Molecules 2025 dataset
Level of theory: ωB97M-V with the def2-TZVPD basis set

Geometry as XYZ:
```
16
Properties=species:S:1:pos:R:3:forces:R:3
O -1.8819 1.7284 0.1390 -2.0062 1.6344 -0.2711
C -0.6307 1.2668 -0.3338 -0.4426 -0.4903 0.3030
C -0.0647 0.6134 0.9903 -0.9013 2.8400 1.0900
C 0.2871 -0.7919 0.7815 -0.5656 -3.0149 2.4945
C 1.4166 -1.0890 -0.2014 0.1795 0.5216 0.4857
O 1.0368 -1.7689 -1.3720 -1.3494 -0.9799 -0.8832
H -2.0902 2.6904 0.1664 0.9312 -1.1147 -0.4564
H -0.9142 0.3393 -0.9885 0.9251 2.0404 0.4091
H -0.0581 2.1417 -0.8824 -0.7398 -2.1657 1.0826
H 0.5780 1.3189 1.5123 1.6592 -0.3175 -0.6015
H -0.8264 0.7975 1.8268 0.0223 -1.1143 -1.6488
H -0.6444 -1.2852 0.4663 0.1065 0.1595 -0.7068
H 0.3353 -1.4418 1.8032 0.7229 1.7951 -1.9629
H 2.1388 -1.6973 0.3251 0.5653 -0.0524 0.1018
H 1.9182 -0.1249 -0.5147 -0.5476 -1.0558 0.2094
H 0.2742 -2.4099 -1.2701 1.4404 1.3146 0.3546
```
Positions in Å, forces in eV/Å.

Output
- Highest occupied orbital energy: -9.61 eV
- E: -8402.829 eV
- Frontier orbital gap: 10.53 eV
- SMILES: OCCCCO

Atomic partial charges in e from the Mulliken method, atoms 1 to 5: O -0.544; C -0.208; C -0.708; C -0.638; C -0.307

***

2.
Formula: C4H10O2
Source: the Open Molecules 2025 dataset
Level of theory: ωB97M-V with the def2-TZVPD basis set

Geometry as XYZ:
```
16
Properties=species:S:1:pos:R:3:forces:R:3
C -1.1336 1.7759 -0.3915 -0.1046 0.1775 -0.0174
O -0.4778 0.5258 -0.4523 0.0487 -0.0980 -0.0235
C 0.7273 0.5224 0.3085 0.2381 -0.0066 0.1422
C 1.5149 -0.7720 0.1443 0.1315 0.0745 -0.0536
C -0.7221 -2.3880 0.5015 -0.5316 0.0182 -0.1296
O -0.9777 -2.1307 -0.7537 -0.1505 -0.0259 0.1248
H -0.5007 2.5721 -0.8106 -0.0773 -0.1484 0.0630
H -2.0497 1.7043 -0.9825 0.1442 -0.0174 0.0921
H -1.3932 2.0459 0.6432 0.0491 -0.0989 -0.1490
H 0.4815 0.7083 1.3658 0.0305 -0.0617 -0.1271
H 1.3502 1.3636 -0.0372 -0.0808 -0.1251 0.0746
H 1.7051 -0.9701 -0.9147 0.0493 0.0510 0.1162
H 2.4670 -0.6634 0.6678 0.0374 0.1124 -0.1351
H 1.0630 -1.6860 0.5545 0.1897 0.4262 0.0280
H -0.9021 -1.4320 1.0707 -0.0452 -0.2132 -0.0983
H -1.1519 -1.1759 -0.9137 0.0714 -0.0647 0.0926
```
Positions in Å, forces in eV/Å.

Output
- Highest occupied orbital energy: -8.34 eV
- E: -8401.322 eV
- Frontier orbital gap: 9.14 eV

Atomic partial charges in e from the Mulliken method, atoms 1 to 5: C -0.772; O -0.341; C -0.307; C -1.202; C -0.458

***

3.
Formula: C4H10O2
Source: the Open Molecules 2025 dataset
Level of theory: ωB97M-V with the def2-TZVPD basis set

Geometry as XYZ:
```
16
Properties=species:S:1:pos:R:3:forces:R:3
C -0.2430 0.3916 1.7560 -0.7104 -0.3993 0.1081
C -0.8621 0.1337 0.3505 1.0012 0.7430 1.8674
C -1.4095 -1.2702 0.2172 0.8347 -0.0870 -1.0426
C 0.1179 0.5743 -0.7015 -0.5884 0.1504 -0.4957
O -0.2824 1.1075 -1.7093 0.4683 -0.1880 -0.2424
H 0.0080 -0.5643 2.2326 0.4951 0.3432 -0.0904
H -0.9985 0.8405 2.4065 -0.0162 -0.0434 -0.0649
H 0.5776 1.1092 1.7342 0.2244 -0.2893 0.0139
H -1.5995 0.9037 0.2702 -1.0365 0.1201 -0.4216
H -2.2190 -1.5149 0.8937 -0.3094 0.2775 -0.0705
H -0.6083 -1.9798 0.4395 0.0319 -0.0530 -0.0468
H -1.6605 -1.3960 -0.8439 -0.4621 -0.3475 0.3641
H 1.2043 0.5208 -0.5223 0.0248 -0.2342 0.2199
O 2.9727 0.6039 -2.2215 0.0421 -0.1112 0.0901
H 2.8963 -0.1879 -1.6751 0.0270 0.1169 -0.2380
H 2.1060 0.7278 -2.6269 -0.0266 0.0019 0.0494
```
Positions in Å, forces in eV/Å.

Output
- Highest occupied orbital energy: -10.08 eV
- E: -8404.487 eV
- Frontier orbital gap: 10.75 eV
- SMILES: CC(C)C=O.O

Atomic partial charges in e from the Mulliken method, atoms 1 to 5: C -1.359; C 0.876; C -1.412; C -0.319; O -0.494

***

4.
Formula: C4H10O2
Source: the Open Molecules 2025 dataset
Level of theory: ωB97M-V with the def2-TZVPD basis set

Geometry as XYZ:
```
16
Properties=species:S:1:pos:R:3:forces:R:3
C 0.0130 1.6891 -0.0646 -1.1495 1.0965 -2.7049
C -0.9240 -0.9789 -0.3260 0.6867 0.8123 2.3820
C 1.4754 1.4773 -0.4150 -0.0564 -0.5745 0.4065
C -0.3843 -2.1905 0.3573 -0.0823 -0.1340 -0.1174
O -0.8564 1.5913 -1.0045 1.2093 0.2588 1.3673
O -0.2891 0.3011 0.9610 -0.7214 -2.1593 -1.7039
H -1.1185 0.5246 1.4044 -0.0854 0.0587 -0.0978
H -0.1124 2.5236 0.6562 -0.2179 -0.4573 0.3591
H -1.9926 -0.8124 -0.2665 0.0921 0.1619 0.1083
H -0.5490 -0.7939 -1.3211 0.3560 0.7370 0.2294
H 1.6136 0.4225 -0.6603 0.1353 0.0499 -0.2297
H 1.7339 2.0932 -1.2756 -0.0864 -0.0221 0.0625
H 2.1336 1.7034 0.4247 0.0149 0.0766 -0.0082
H -0.7786 -2.3123 1.3637 -0.0349 -0.0201 -0.0491
H -0.6679 -3.0650 -0.2427 -0.0260 0.0413 0.0461
H 0.7034 -2.1732 0.4089 -0.0342 0.0743 -0.0500
```
Positions in Å, forces in eV/Å.

Output
- Highest occupied orbital energy: -8.17 eV
- E: -8401.967 eV
- Frontier orbital gap: 8.55 eV

Atomic partial charges in e from the Mulliken method, atoms 1 to 5: C 0.299; C -0.219; C -0.952; C -0.958; O -0.738

***

5.
Formula: C4H10O2
Source: the Open Molecules 2025 dataset
Level of theory: ωB97M-V with the def2-TZVPD basis set

Geometry as XYZ:
```
16
Properties=species:S:1:pos:R:3:forces:R:3
C 0.4160 1.3558 1.6396 -0.2938 0.0734 0.1164
C -0.6336 0.5334 1.1656 -0.0184 0.1287 0.1567
C 0.2872 0.1309 -0.6881 -0.2086 0.0012 -0.1785
O 1.6014 0.2147 -0.1907 0.0369 0.1209 0.2336
C -0.5143 -1.1349 -0.9902 -0.1320 0.2125 0.3963
O 0.1223 -1.8335 -2.0518 -0.1160 -0.2739 -0.1263
H 0.8042 1.1972 2.6460 -0.0441 -0.1524 -0.1724
H 1.3477 0.8631 0.9449 0.1168 -0.1548 -0.2311
H 0.3578 2.4092 1.3539 0.0528 -0.1516 0.1409
H -0.7059 -0.4549 1.6238 -0.0547 0.1594 -0.2180
H -1.5748 0.9269 0.7960 0.1965 0.0403 -0.0832
H -0.1202 1.0659 -1.0857 0.0400 -0.1242 0.0464
H 1.1360 -0.0645 -1.5013 -0.0079 0.0769 -0.1329
H -1.5056 -0.7701 -1.3076 0.1481 -0.1199 0.1258
H -0.6516 -1.7934 -0.1248 0.1747 0.0678 -0.0850
H -0.3667 -2.6460 -2.2297 0.1097 0.0958 0.0114
```
Positions in Å, forces in eV/Å.

Output
- Highest occupied orbital energy: -8.92 eV
- E: -8399.346 eV
- Frontier orbital gap: 9.51 eV

Atomic partial charges in e from the Mulliken method, atoms 1 to 5: C -0.669; C -0.686; C -0.440; O -0.590; C -0.335

***

6.
Formula: C4H10O2
Source: the Open Molecules 2025 dataset
Level of theory: ωB97M-V with the def2-TZVPD basis set

Geometry as XYZ:
```
16
Properties=species:S:1:pos:R:3:forces:R:3
C -1.2496 -1.0424 -0.4882 -0.2149 -0.2283 -0.1038
C -0.2299 0.0450 0.3511 0.1320 0.1489 -0.3472
C -0.7976 1.4434 0.0961 -0.0188 0.0708 0.0363
O -0.0042 -0.2894 1.5896 0.0502 -0.0223 0.1049
C 0.7498 -0.4143 -0.5951 -0.2174 -0.1208 -0.0466
O 2.3133 0.2973 0.6130 0.1493 -0.1527 0.1302
H -0.9999 -2.0772 -0.2501 -0.0011 0.1626 -0.0380
H -2.1649 -0.7828 0.0501 0.1491 0.0387 -0.0496
H -1.4302 -0.9030 -1.5583 0.0575 0.0054 0.1513
H -1.0441 1.6326 -0.9556 0.0390 -0.0654 0.1465
H -1.6959 1.5704 0.7063 0.1212 -0.0282 -0.0886
H -0.0590 2.1817 0.4240 -0.1016 -0.1008 -0.0295
H 1.5893 0.0988 1.3065 0.0253 -0.0004 -0.0371
H 1.1571 -1.4065 -0.4431 -0.0543 0.1424 0.0101
H 0.8965 0.0498 -1.5691 -0.0600 -0.0284 0.1549
H 2.9693 -0.4036 0.7227 -0.0554 0.1784 0.0061
```
Positions in Å, forces in eV/Å.

Output
- Highest occupied orbital energy: -8.64 eV
- E: -8401.799 eV
- Frontier orbital gap: 8.87 eV

Atomic partial charges in e from the Mulliken method, atoms 1 to 5: C -1.409; C 1.515; C -1.363; O -0.907; C -0.762

***

7.
Formula: C4H10O2P
Source: the Open Molecules 2025 dataset
Level of theory: ωB97M-V with the def2-TZVPD basis set

Geometry as XYZ:
```
17
Properties=species:S:1:pos:R:3:forces:R:3
C -2.6802 1.7508 0.6807 1.4695 0.6493 1.1029
C -1.2453 1.2139 0.6558 0.3177 1.7309 -2.8124
O -0.9075 0.8321 -0.6677 0.4406 -0.9560 -0.3877
P -0.5304 -0.8929 -0.9588 -0.8246 0.5979 2.3599
O -0.9270 -1.1747 -2.3685 -0.0279 0.0905 -1.2956
C 1.3453 -0.8366 -0.9678 -0.8824 0.2980 -1.6838
C 1.7405 -2.2036 -1.5220 3.4214 1.1271 0.5303
H -3.2690 0.9079 0.4096 -0.8994 -0.4309 -0.4972
H -2.7971 2.6275 -0.0271 -0.1253 -0.9203 1.2010
H -2.8054 1.8944 1.7972 -0.6146 0.7238 -1.2028
H -0.5024 2.0193 0.8605 -0.4807 -0.5389 0.8410
H -1.2285 0.3676 1.2777 0.5262 -1.0887 1.3305
H 1.6503 0.0568 -1.5578 0.0828 -0.6491 0.1871
H 1.8300 -0.8894 -0.0248 0.0525 0.9759 1.2472
H 1.8952 -2.8030 -0.6440 -0.2541 -0.8805 0.3090
H 1.1450 -2.6980 -2.2164 -1.2744 -0.4678 -1.2234
H 2.7952 -2.1140 -1.9226 -0.9272 -0.2611 -0.0060
```
Positions in Å, forces in eV/Å.

Output
- Highest occupied orbital energy: -2.30 eV
- E: -17694.786 eV
- Frontier orbital gap: 6.49 eV
- Net charge: -1
- SMILES: CCOP([O-])CC

Atomic partial charges in e from the Mulliken method, atoms 1 to 5: C -0.993; C -0.528; O -0.218; P -0.190; O -0.593

***

8.
Formula: C4H10O2Si2
Source: the Open Molecules 2025 dataset
Level of theory: ωB97M-V with the def2-TZVPD basis set

Geometry as XYZ:
```
18
Properties=species:S:1:pos:R:3:forces:R:3
C -2.2794 -1.7213 1.6357 -2.1072 -0.4208 1.9825
C -1.5073 -0.7103 0.9245 1.8574 -0.0484 -1.4379
C -0.5178 -0.4761 0.0874 -2.0788 -1.8554 1.6680
Si 0.8947 -1.1706 -0.8288 -0.6861 -2.0190 0.7414
O 0.3679 -2.1478 -2.0593 1.3240 -0.4469 -0.7971
O 1.3114 0.2378 -1.2934 2.6780 3.7199 -2.2638
Si 1.9752 1.6108 -1.9495 -3.8999 -1.6080 -2.3305
C -1.3017 0.7441 0.6051 -0.0251 -1.2991 0.2442
H -3.2343 -1.1576 2.0049 1.4684 -1.4536 -0.3660
H -2.6012 -2.5947 1.0067 0.3523 0.9719 0.3120
H -1.7671 -2.2098 2.5543 -0.6221 1.1307 -1.4249
H 2.0904 -1.8480 -0.1307 -0.9983 0.3085 -0.2499
H 1.0708 -2.4563 -2.6988 -1.2347 0.4476 1.1790
H 2.6017 1.1674 -3.2753 -0.3440 0.6530 0.6705
H 0.7265 2.6026 -2.0612 1.5904 -0.8626 -0.1555
H 2.8680 2.0243 -1.0435 2.4413 1.3823 2.0582
H -2.0846 1.2083 -0.0106 0.6797 0.3330 0.2497
H -0.7640 1.2433 1.3966 -0.3952 1.0671 -0.0800
```
Positions in Å, forces in eV/Å.

Output
- Highest occupied orbital energy: -8.87 eV
- E: -24160.076 eV
- Frontier orbital gap: 9.52 eV
- SMILES: CC1=C([Si@@H](O)O[SiH3])C1

Atomic partial charges in e from the Mulliken method, atoms 1 to 5: C -0.989; C 0.619; C -0.384; Si 0.012; O -0.524

***

9.
Formula: C4H10O2Tl
Source: the Open Molecules 2025 dataset
Level of theory: ωB97M-V with the def2-TZVPD basis set

Geometry as XYZ:
```
17
Properties=species:S:1:pos:R:3:forces:R:3
O -0.0111 0.3222 -2.7005 1.2302 4.4946 0.9127
C -0.7331 0.6399 -1.7120 -1.3941 -3.4759 -6.9894
C -1.3685 -0.6900 -1.5263 -4.1670 -0.0031 8.6746
O -0.4651 -1.7297 -1.3991 0.3443 0.3529 -0.7118
C -1.0015 -3.0403 -1.3911 -0.0968 -1.0281 0.1071
Tl 1.6656 -1.1864 -2.4292 1.8752 -0.9914 -0.2618
H -1.4035 1.5036 -1.8624 0.9736 0.7310 1.1245
H -1.4487 1.1085 0.1860 -2.3061 -1.6277 3.5644
H -2.2466 -0.8484 -2.1736 0.6952 0.2421 -0.3266
H -1.8558 -0.5112 -0.3326 0.6769 -1.4549 -3.7790
H -0.7591 -3.5042 -0.4248 -0.2141 0.1060 -0.2955
H -2.0877 -3.0585 -1.5555 0.3582 0.1385 0.0812
H -0.5063 -3.6006 -2.1954 -0.2514 -0.0236 0.2162
C -2.1131 0.7711 1.2483 1.6799 2.9191 -0.8134
H -2.9154 1.5178 1.2896 0.2230 -0.0214 -0.0808
H -2.5777 -0.1530 1.6158 0.5800 -0.4005 -1.3604
H -1.3944 1.0514 2.0289 -0.2070 0.0425 -0.0622
```
Positions in Å, forces in eV/Å.

Output
- Highest occupied orbital energy: -13.63 eV
- E: -13087.258 eV
- Frontier orbital gap: 7.99 eV
- Net charge: +1

Atomic partial charges in e from the Mulliken method, atoms 1 to 5: O -0.488; C -0.061; C 0.006; O -0.352; C -0.700

***

10.
Formula: C4H10O3
Source: the Open Molecules 2025 dataset
Level of theory: ωB97M-V with the def2-TZVPD basis set

Geometry as XYZ:
```
17
Properties=species:S:1:pos:R:3:forces:R:3
O -0.5061 -0.3895 -2.5528 -0.4268 -0.2469 -0.4796
C 0.4087 0.2888 -1.9892 1.3909 0.5065 0.5766
C 1.4077 -0.4048 -1.0309 -1.5607 0.5200 -0.4344
C 1.3853 0.2641 0.3460 0.7861 -0.1764 0.1704
C 1.8988 1.7000 0.3981 0.0864 -0.6655 0.6939
O 1.5593 2.2019 1.7160 -0.2231 -0.0813 -0.1055
H 0.7671 1.2661 -2.3913 -0.2093 -0.1919 -0.1911
H 2.4322 -0.5853 -1.3879 0.2032 0.3042 -0.1129
H 0.9218 -1.3771 -0.9947 0.2160 -0.3863 0.4738
H 1.9953 -0.3180 1.0514 -0.0571 -0.0243 0.1694
H 0.3685 0.2978 0.7274 -0.1633 -0.1125 -0.0837
H 2.9920 1.7459 0.3929 0.0506 -0.1110 -0.6662
H 1.4486 2.2544 -0.4240 -0.0267 0.3155 0.1543
H 1.3478 3.1302 1.6639 -0.0699 0.3429 -0.1504
H -4.7340 -2.3706 2.2965 0.0023 -0.2691 -0.0955
H -4.6961 -3.9089 2.2672 0.3742 -0.2008 0.0421
O -5.2663 -3.1582 2.1255 -0.3726 0.4768 0.0389
```
Positions in Å, forces in eV/Å.

Output
- Highest occupied orbital energy (spin up / spin down): 0.36 / -3.20 eV
- E: -10450.795 eV
- Frontier orbital gap (spin up / spin down): 2.71 / 6.24 eV
- Net charge: -1
- Multiplicity: 2

Atomic partial charges in e from the Mulliken method, atoms 1 to 5: O -0.686; C -0.315; C -0.494; C -0.797; C -0.534

***

11.
Formula: C4H10O3
Source: the Open Molecules 2025 dataset
Level of theory: ωB97M-V with the def2-TZVPD basis set

Geometry as XYZ:
```
17
Properties=species:S:1:pos:R:3:forces:R:3
C -0.3229 -0.5455 -0.3618 0.2186 -0.1440 -0.4281
C -1.3869 0.2426 0.4104 0.5383 -0.3890 -0.4323
C -2.8224 0.0438 -0.1041 -0.6696 0.2248 0.4967
O -3.3398 -1.1892 0.0403 0.0810 0.2097 0.0247
C 1.1114 -0.0916 -0.0266 -0.3431 0.1008 0.4372
O 2.2006 -0.9585 -0.2890 -0.7186 1.0486 -0.1698
H -0.4589 -0.4445 -1.4445 -0.1594 0.1276 -0.0683
H -0.5676 -1.5930 -0.1603 0.5228 -0.0503 0.1228
H -1.3333 -0.1786 1.4239 -0.2689 0.3677 0.1122
H -1.1769 1.3249 0.4585 0.1825 -0.1187 -0.0800
H -3.3429 0.8845 0.4736 -0.4103 -0.2914 0.0560
H -2.9269 0.4419 -1.1529 0.5110 -0.0120 -0.1269
H 1.2621 0.8561 -0.5851 -0.0643 -0.0906 0.2065
H 1.1193 0.1809 1.0492 0.0041 0.0074 -0.1338
H 2.9842 -0.3004 -0.1635 0.7479 -1.3430 0.0626
H 4.4753 1.1479 0.2590 0.1194 -0.4562 -0.0238
O 4.5257 0.1786 0.1728 -0.2913 0.8086 -0.0556
```
Positions in Å, forces in eV/Å.

Output
- Highest occupied orbital energy: 0.10 eV
- E: -10449.587 eV
- Frontier orbital gap: 6.91 eV
- Net charge: -2

Atomic partial charges in e from the Mulliken method, atoms 1 to 5: C -0.393; C -0.550; C -0.546; O -0.909; C -0.415

***

12.
Formula: C4H10O3
Source: the Open Molecules 2025 dataset
Level of theory: ωB97M-V with the def2-TZVPD basis set

Geometry as XYZ:
```
17
Properties=species:S:1:pos:R:3:forces:R:3
C -2.1407 1.6076 -0.8950 -0.5108 0.5850 0.4295
C -1.3406 0.4548 -0.3666 0.7911 -0.3925 -2.7935
O -1.2750 0.0978 0.7885 -2.0638 2.2315 1.4050
O -0.6678 -0.1737 -1.3664 -1.9844 2.6446 -0.4379
H -2.6800 2.1064 -0.0722 0.2634 -0.2594 -0.3418
H -2.8777 1.2560 -1.6365 0.4401 0.0665 0.2512
H -1.4785 2.3448 -1.3794 -0.2163 -0.4366 0.1239
H -0.1718 -0.9156 -0.9242 0.1553 -0.5383 0.4143
C 1.9196 0.0098 0.6238 0.0574 0.3394 -0.0226
C 1.4275 -1.4261 0.6645 0.4571 -0.8149 -0.2096
O 0.0699 -1.5538 0.2390 3.0942 -3.5816 1.0845
H 1.8090 0.4207 -0.3938 0.0954 -0.0763 0.3980
H 2.9841 0.0575 0.9087 -0.4051 -0.0109 -0.1001
H 1.3402 0.6375 1.3216 0.2722 -0.1717 -0.2577
H 2.0078 -2.0539 -0.0388 -0.0881 0.2901 0.4463
H 1.5565 -1.8499 1.6790 -0.1169 0.1220 -0.4189
H -0.4824 -1.0200 0.8476 -0.2409 0.0031 0.0296
```
Positions in Å, forces in eV/Å.

Output
- Highest occupied orbital energy: -10.08 eV
- E: -10452.179 eV
- Frontier orbital gap: 11.00 eV
- SMILES: CC(=O)O.CCO

Atomic partial charges in e from the Mulliken method, atoms 1 to 5: C -1.037; C 0.812; O -0.625; O -0.586; H 0.309

***

The highest E belongs to which entry?
number 5